{
  "formula": "C48H61BrFO5S2Sn",
  "method": "ωB97M-V/def2-TZVPD",
  "elements": ["Sn", "Br", "S", "S", "F", "O", "O", "O", "O", "O", "C", "C", "C", "C", "C", "C", "C", "C", "C", "C", "C", "C", "C", "C", "C", "C", "C", "C", "C", "C", "C", "C", "C", "C", "C", "C", "C", "C", "C", "C", "C", "C", "C", "C", "C", "C", "C", "C", "C", "C", "C", "C", "C", "C", "C", "C", "C", "C", "H", "H", "H", "H", "H", "H", "H", "H", "H", "H", "H", "H", "H", "H", "H", "H", "H", "H", "H", "H", "H", "H", "H", "H", "H", "H", "H", "H", "H", "H", "H", "H", "H", "H", "H", "H", "H", "H", "H", "H", "H", "H", "H", "H", "H", "H", "H", "H", "H", "H", "H", "H", "H", "H", "H", "H", "H", "H", "H", "H", "H"],
  "coordinates": [[2.108, 0.012, 0.251], [3.647, -0.639, 2.317], [1.977, -4.776, -2.749], [-0.243, -3.514, -1.468], [3.563, 1.106, -0.701], [-0.660, -1.972, -1.012], [1.806, -2.164, -2.274], [-0.676, 1.091, -1.114], [-0.571, -1.025, 1.766], [1.371, 1.689, 1.291], [-2.935, -1.203, 1.731], [1.195, 3.421, -0.984], [0.988, 2.562, -4.663], [-4.319, 0.404, 2.914], [1.165, 2.368, -7.187], [-1.483, 3.667, 2.321], [-6.719, -1.679, -2.892], [-4.268, -1.434, -1.130], [0.259, 1.382, -4.639], [-2.039, -0.881, -2.683], [-0.683, 1.475, 3.272], [1.309, -3.367, -2.233], [-5.673, 0.967, 3.337], [-1.884, 0.613, 2.943], [-0.589, 2.605, 2.267], [-1.790, -0.554, 2.180], [-6.837, 0.121, 2.823], [-2.854, -2.348, 0.744], [-4.448, -0.793, -2.351], [1.209, 3.192, -3.445], [0.093, -1.864, 2.709], [-5.824, 2.385, 2.770], [-1.976, 1.606, -0.839], [-0.108, 1.581, -2.272], [-5.752, 1.018, 4.868], [-5.870, 0.281, -4.159], [-3.313, -0.512, -3.101], [-0.627, 4.541, 0.299], [-3.396, 5.833, 0.179], [0.699, 2.724, -2.239], [-3.370, 5.825, 2.657], [0.379, 2.549, 1.243], [3.134, 3.045, -5.829], [-1.915, -1.568, -1.479], [-1.680, 7.158, 1.426], [-3.016, -1.807, -0.662], [-2.483, 5.851, 1.412], [-0.278, 0.869, -3.461], [-3.151, 1.054, 3.304], [-6.474, 0.544, -1.766], [0.287, 3.509, 0.209], [1.191, 4.599, -6.108], [-1.526, 4.665, 1.358], [-5.858, -0.412, -2.796], [-4.183, -0.723, 2.117], [1.606, 3.132, -5.938], [3.123, -1.982, -2.816], [-0.847, -0.538, -3.529], [-5.872, 1.449, -1.673], [-5.059, -1.251, 1.769], [-0.636, -2.445, 3.283], [-5.771, 2.368, 1.680], [-4.026, 6.698, 2.658], [-3.984, 4.914, 0.154], [3.603, 3.409, -6.746], [1.582, 2.849, -8.073], [3.843, -2.490, -2.178], [-7.727, -1.426, -3.226], [-1.901, -2.864, 0.842], [-5.125, -1.636, -0.502], [-2.285, 1.172, 0.109], [-1.011, 7.185, 2.288], [-0.644, 5.267, -0.509], [-0.808, 1.870, 4.284], [-7.483, 0.830, -2.068], [-6.287, -2.384, -3.603], [1.512, 5.208, -5.265], [-3.218, 1.954, 3.902], [0.243, 0.909, 3.232], [1.830, 4.080, -3.409], [1.468, 4.436, -1.285], [-6.850, 0.082, 1.734], [-1.069, 7.255, 0.529], [0.739, -2.533, 2.144], [-6.785, 2.813, 3.064], [3.162, -2.389, -3.826], [0.715, -1.277, 3.385], [-6.723, 1.402, 5.186], [0.107, 4.685, -6.192], [-4.000, 4.935, 2.680], [-4.084, 6.683, 0.196], [-4.981, 1.666, 5.284], [-6.798, -2.181, -1.929], [-1.957, 2.693, -0.748], [-5.035, 3.043, 3.129], [3.505, 3.639, -4.995], [-6.535, 0.082, -0.782], [1.640, 5.014, -7.013], [0.104, 0.818, -5.549], [1.520, 1.337, -7.173], [3.282, -0.910, -2.795], [-1.100, -0.738, -4.574], [-5.300, 1.210, -4.143], [-0.028, -1.206, -3.269], [-6.792, -0.899, 3.205], [-5.458, -0.362, -4.938], [-2.677, 1.308, -1.624], [-2.172, 3.700, 3.155], [-2.777, 5.849, 3.571], [-6.898, 0.525, -4.434], [-3.657, -3.057, 0.957], [-2.349, 8.020, 1.478], [-7.780, 0.562, 3.152], [-5.619, 0.023, 5.293], [2.122, 2.916, -0.692], [0.079, 2.357, -7.287], [-2.818, 5.885, -0.743], [-3.391, 0.027, -4.035], [3.447, 2.014, -5.664]],
  "homo_lumo_gap_ev": 6.61,
  "fmax_ha_per_bohr": 0.0105,
  "total_energy_ev": -161271.5216,
  "total_charge": -1
}

***

{
  "formula": "C7H14O2",
  "method": "ωB97M-V/def2-TZVPD",
  "elements": ["O", "O", "C", "C", "C", "C", "C", "C", "C", "H", "H", "H", "H", "H", "H", "H", "H", "H", "H", "H", "H", "H", "H"],
  "coordinates": [[-2.106, 0.549, -1.581], [-0.790, -0.147, 0.478], [2.016, 0.792, -1.379], [0.284, 0.769, 0.400], [1.475, 0.169, -0.335], [0.683, 1.119, 1.838], [-1.796, -0.532, -0.809], [-2.930, -0.978, 0.029], [1.926, -1.189, 0.113], [2.445, -1.110, 1.070], [-0.019, 1.696, -0.114], [1.739, 1.802, -1.645], [-1.222, -1.300, -1.341], [0.879, 0.202, 2.388], [-3.771, -0.296, -0.036], [1.565, 1.760, 1.853], [2.606, -1.644, -0.605], [1.068, -1.843, 0.268], [-1.294, 0.931, -1.958], [-2.323, -0.794, 1.015], [-0.138, 1.647, 2.320], [-3.206, -2.017, -0.118], [2.911, 0.415, -1.853]],
  "homo_lumo_gap_ev": 10.29,
  "fmax_ha_per_bohr": 0.0519,
  "de_lowest_kj_mol": 209.7,
  "total_energy_ev": -11579.1347,
  "total_charge": 0
}

***

{
  "formula": "C27H47AlBO13",
  "method": "ωB97M-V/def2-TZVPD",
  "elements": ["Al", "O", "O", "O", "O", "O", "O", "O", "O", "O", "O", "O", "O", "O", "C", "C", "C", "C", "C", "C", "C", "C", "C", "C", "C", "C", "C", "C", "C", "C", "C", "C", "C", "C", "C", "C", "C", "C", "C", "C", "C", "B", "H", "H", "H", "H", "H", "H", "H", "H", "H", "H", "H", "H", "H", "H", "H", "H", "H", "H", "H", "H", "H", "H", "H", "H", "H", "H", "H", "H", "H", "H", "H", "H", "H", "H", "H", "H", "H", "H", "H", "H", "H", "H", "H", "H", "H", "H", "H"],
  "coordinates": [[2.109, -3.188, -2.744], [-3.075, 2.561, 5.127], [-2.903, -4.564, -0.112], [-0.315, 5.079, 6.961], [0.608, 0.543, 0.903], [4.577, -3.788, -0.683], [1.664, -5.763, -5.543], [3.086, 3.315, -0.167], [4.866, -1.927, -2.007], [3.847, 2.319, -2.008], [-0.657, 5.131, 4.767], [-3.242, 2.614, 2.904], [0.206, 1.018, -1.247], [-1.653, -5.751, -1.536], [-4.979, -5.650, -0.323], [4.919, 1.417, -2.371], [-1.145, 1.914, 3.962], [-1.011, 1.453, 5.412], [-2.273, -2.842, -4.303], [0.273, 1.331, 0.065], [-1.071, 7.153, 5.875], [-2.582, 2.382, 3.878], [-0.909, -2.332, -3.791], [-2.672, -5.623, -0.933], [-0.117, 2.180, -2.026], [1.683, -5.162, -3.222], [-0.798, -2.421, -2.264], [-3.887, -6.538, -0.912], [5.982, 1.618, -1.299], [-0.662, -0.895, -4.248], [5.124, 1.956, -0.081], [-4.162, -4.699, 0.550], [3.908, 2.618, -0.699], [2.250, -5.455, -4.526], [-2.038, 2.341, 6.107], [0.628, -2.339, -1.690], [-0.115, 2.783, 0.260], [-0.638, 5.705, 5.993], [-0.807, 3.135, -1.054], [-1.006, 6.091, 3.754], [-1.744, 7.197, 4.503], [4.020, -3.011, -1.693], [4.788, -1.809, -2.966], [2.215, -5.755, -2.466], [-2.801, -2.091, -4.900], [-3.986, -5.110, 1.548], [-4.595, -3.706, 0.650], [0.912, -1.300, -1.479], [0.615, -5.397, -3.199], [-2.924, -3.119, -3.465], [0.815, 2.591, -2.421], [-0.509, 2.774, 3.748], [-0.754, 2.882, 1.136], [-1.869, 2.891, -0.990], [3.932, -4.458, -0.424], [-1.609, 3.307, 6.359], [-0.011, 1.571, 5.822], [-0.134, -2.958, -4.249], [0.317, -0.538, -3.919], [-1.446, -0.242, -3.839], [-3.651, -7.391, -0.272], [-0.083, 6.447, 3.292], [-1.680, 8.160, 4.001], [4.536, 0.397, -2.361], [0.804, 3.350, 0.405], [-4.091, -6.901, -1.916], [-5.745, -6.183, 0.236], [5.236, 1.680, -3.377], [0.612, -2.823, -0.701], [-1.606, 5.581, 3.004], [-2.797, 6.932, 4.602], [2.371, -2.363, -4.158], [-1.721, 7.414, 6.705], [-1.293, -3.332, -1.914], [-0.945, 1.137, 3.228], [6.617, 2.471, -1.548], [-0.706, -0.812, -5.340], [-1.295, 0.403, 5.499], [4.783, 1.065, 0.450], [-5.467, -5.088, -1.121], [-2.494, 1.894, 6.987], [-0.746, 1.856, -2.851], [6.610, 0.739, -1.178], [-1.400, -1.586, -1.860], [-2.158, -3.740, -4.916], [-0.713, 4.179, -1.349], [5.593, 2.633, 0.628], [-0.174, 7.774, 5.923], [3.355, -5.337, -4.584]],
  "homo_lumo_gap_ev": 6.30,
  "fmax_ha_per_bohr": 0.0130,
  "de_lowest_kj_mol": 0.0,
  "total_energy_ev": -62657.3556,
  "total_charge": -1
}

***

{
  "formula": "C4H16NO2",
  "method": "ωB97M-V/def2-TZVPD",
  "elements": ["O", "O", "N", "C", "C", "C", "C", "H", "H", "H", "H", "H", "H", "H", "H", "H", "H", "H", "H", "H", "H", "H", "H"],
  "coordinates": [[1.556, 1.171, 0.122], [3.962, 1.310, -1.151], [0.058, -0.546, -1.169], [-1.248, -0.041, -0.628], [-2.612, 0.260, 1.418], [-1.384, -0.453, 0.880], [-1.580, -1.990, 0.955], [0.739, 0.133, -0.724], [-0.381, -0.205, 1.235], [-2.117, -0.480, -1.115], [-1.366, -2.248, 1.988], [-0.949, -2.603, 0.308], [2.439, 1.214, -0.300], [4.021, 1.403, -2.116], [-1.361, 1.027, -0.783], [-2.610, -2.219, 0.698], [1.666, 1.629, 0.940], [0.057, -0.488, -2.182], [-3.439, -0.040, 0.775], [4.743, 0.763, -0.925], [-2.843, 0.018, 2.452], [-2.494, 1.342, 1.371], [0.118, -1.533, -0.920]],
  "homo_lumo_gap_ev": 12.27,
  "fmax_ha_per_bohr": 0.0460,
  "de_lowest_kj_mol": 51.8,
  "total_energy_ev": -9986.8439,
  "total_charge": 1
}

***

{
  "formula": "C8H16N2",
  "method": "ωB97M-V/def2-TZVPD",
  "elements": ["N", "N", "C", "C", "C", "C", "C", "C", "C", "C", "H", "H", "H", "H", "H", "H", "H", "H", "H", "H", "H", "H", "H", "H", "H", "H"],
  "coordinates": [[2.624, -1.094, -0.688], [2.683, 0.826, 0.404], [3.029, 1.102, -0.900], [2.850, -0.061, -1.598], [-3.049, 1.171, 1.057], [2.823, -0.159, -3.089], [-1.929, -0.821, 2.207], [-2.352, -0.805, -0.220], [-2.014, 0.051, 0.999], [2.626, -0.550, 0.489], [3.396, 2.080, -1.161], [2.473, -1.141, -3.410], [2.480, -1.014, 1.449], [-2.949, -1.250, 2.377], [-3.050, 1.599, 2.074], [3.823, -0.032, -3.511], [-1.255, -1.673, 2.192], [-1.109, 0.643, 0.840], [3.081, 1.376, 1.166], [-2.601, -0.407, -1.214], [-1.460, -1.315, -0.622], [-1.978, -0.380, 3.214], [-3.061, -1.577, 0.089], [-3.064, 1.955, 0.300], [-4.133, 0.909, 1.039], [2.114, 0.568, -3.483]],
  "homo_lumo_gap_ev": [2.33, 8.29],
  "multiplicity": 2,
  "s2": 0.75,
  "fmax_ha_per_bohr": 0.0622,
  "de_lowest_kj_mol": 89.6,
  "total_energy_ev": -11533.5100,
  "total_charge": -1
}

***

{
  "formula": "H22O11",
  "method": "ωB97M-V/def2-TZVPD",
  "elements": ["O", "O", "O", "O", "O", "O", "O", "O", "O", "O", "O", "H", "H", "H", "H", "H", "H", "H", "H", "H", "H", "H", "H", "H", "H", "H", "H", "H", "H", "H", "H", "H", "H"],
  "coordinates": [[1.219, 0.634, -3.583], [3.189, 0.785, -0.797], [-0.903, -0.753, -1.569], [-2.411, 2.499, -0.324], [1.090, 2.786, 0.857], [3.076, -0.273, 3.044], [-3.630, 0.244, 1.789], [-0.492, 1.534, -1.373], [0.308, -0.766, 0.322], [0.632, -2.954, 3.166], [-3.163, -3.879, -1.112], [3.880, -0.844, 2.957], [1.250, -3.249, 3.930], [3.299, 0.616, 2.761], [-0.184, -0.947, 1.134], [1.417, 1.205, -4.342], [-2.731, 0.298, 1.485], [-2.576, 2.810, -1.238], [-1.533, -1.466, -1.523], [3.311, -0.151, -0.605], [-1.780, 3.131, -0.032], [2.024, 2.899, 1.007], [1.530, -0.195, -3.770], [-1.519, -0.038, -1.890], [0.836, 2.255, 1.635], [0.112, 1.972, -1.954], [-0.038, 1.690, -0.487], [-2.333, -3.812, -0.544], [-4.055, 1.061, 1.303], [-3.806, -3.238, -0.783], [1.024, -3.075, 2.329], [0.338, -1.622, -0.188], [2.624, 0.842, -1.606]],
  "homo_lumo_gap_ev": 9.60,
  "fmax_ha_per_bohr": 0.0777,
  "de_lowest_kj_mol": 414.7,
  "total_energy_ev": -22877.2160,
  "total_charge": 0
}

***

{
  "formula": "C24H24N4O4",
  "method": "ωB97M-V/def2-TZVPD",
  "elements": ["O", "O", "O", "O", "N", "N", "N", "N", "C", "C", "C", "C", "C", "C", "C", "C", "C", "C", "C", "C", "C", "C", "C", "C", "C", "C", "C", "C", "C", "C", "C", "C", "H", "H", "H", "H", "H", "H", "H", "H", "H", "H", "H", "H", "H", "H", "H", "H", "H", "H", "H", "H", "H", "H", "H", "H"],
  "coordinates": [[-0.073, 1.121, 1.660], [-5.636, -0.976, -1.486], [-5.483, -2.908, -2.584], [4.459, 5.068, -0.459], [-0.771, -0.044, 1.722], [-4.424, -4.933, 0.992], [0.833, -0.235, 0.191], [2.506, 6.494, 1.943], [-0.630, -2.191, 0.559], [-3.242, -4.535, 1.760], [-0.326, -4.226, -0.702], [1.739, 3.237, 1.061], [-2.053, -4.096, 0.943], [6.465, 6.124, -1.094], [2.575, 5.487, 1.400], [-3.534, -3.324, 2.684], [0.042, -2.926, -0.421], [-1.686, -2.789, 1.241], [4.874, 5.253, -2.845], [-4.968, -2.844, -0.222], [2.642, 4.239, 0.739], [-2.532, -2.211, 2.327], [1.805, 2.010, 0.409], [0.877, 0.951, 0.726], [-4.626, -4.329, -0.315], [5.475, 5.023, -1.459], [-1.377, -4.824, -0.019], [-5.381, -2.291, -1.558], [2.784, 1.800, -0.563], [3.683, 2.794, -0.889], [-0.211, -0.834, 0.838], [3.636, 4.033, -0.247], [4.130, 4.496, -3.081], [5.657, 5.222, -3.597], [5.985, 4.051, -1.422], [-5.791, -2.687, 0.479], [-3.760, -4.443, -0.986], [-3.426, -3.617, 3.726], [-4.434, -5.939, 0.878], [4.425, 2.596, -1.645], [-2.968, -5.402, 2.371], [0.857, -2.455, -0.948], [-5.470, -4.847, -0.778], [7.275, 6.151, -1.816], [6.875, 5.944, -0.104], [-1.658, -5.846, -0.235], [0.987, 3.414, 1.815], [-5.904, -0.635, -2.354], [-4.114, -2.264, 0.127], [4.393, 6.228, -2.875], [2.822, 0.843, -1.058], [5.957, 7.084, -1.086], [0.207, -4.783, -1.459], [-3.016, -1.291, 1.998], [-1.906, -1.936, 3.178], [-4.562, -3.003, 2.539]],
  "homo_lumo_gap_ev": 8.87,
  "fmax_ha_per_bohr": 0.0230,
  "de_lowest_kj_mol": 230.2,
  "total_energy_ev": -39427.9208,
  "total_charge": 0
}

***

{
  "formula": "C4H5NO2",
  "method": "ωB97M-V/def2-TZVPD",
  "elements": ["O", "O", "N", "C", "C", "C", "C", "H", "H", "H", "H", "H"],
  "coordinates": [[0.886, -1.266, 1.521], [-1.691, 0.644, 0.132], [1.602, -0.714, 0.301], [-0.662, -0.106, 0.457], [0.636, -0.013, -0.237], [0.674, 0.736, -1.469], [-0.350, -0.769, 1.550], [1.476, 0.318, -2.014], [-0.627, -0.967, 2.612], [1.202, 1.934, -1.126], [-2.686, -0.604, 0.291], [-0.460, 0.807, -2.018]],
  "homo_lumo_gap_ev": 7.02,
  "fmax_ha_per_bohr": 0.1267,
  "de_lowest_kj_mol": 724.5,
  "total_energy_ev": -9806.8063,
  "total_charge": 0
}